# 1
Here is a structure of composition C28H33GeO7PSTi from OMol25. Energies are from ωB97M-V with the def2-TZVPD basis set.

```
72
Properties=species:S:1:pos:R:3:lowdin_charge:R:1
Ti 0.96953 1.48660 -0.52271 0.84
O 0.35528 3.41163 -1.13888 -0.38
S -0.45362 3.68967 0.08581 0.54
O -0.34298 4.98813 0.64970 -0.23
O -0.09817 2.54305 0.97965 -0.42
C -2.14710 3.40886 -0.38771 -0.25
C -3.07431 4.33975 0.04922 -0.04
C -4.41878 4.16386 -0.25354 -0.05
C -4.82322 3.06295 -0.98728 -0.05
C -3.88638 2.13357 -1.42280 -0.07
C -2.53563 2.28890 -1.13505 -0.32
P -1.33788 1.02859 -1.73182 1.09
C -1.11670 1.39283 -3.49090 -0.35
C -1.70117 2.48968 -4.11482 -0.07
C -1.42449 2.75836 -5.44811 -0.07
C -0.56618 1.93637 -6.16131 -0.07
C 0.03090 0.84777 -5.53841 -0.06
C -0.23267 0.58079 -4.20559 -0.10
C -2.28563 -0.51599 -1.62489 -0.36
C -2.69788 -1.23862 -2.73923 -0.07
C -3.38103 -2.43742 -2.57661 -0.07
C -3.65833 -2.91600 -1.30581 -0.08
C -3.25230 -2.19459 -0.18995 -0.07
C -2.56435 -1.00379 -0.34800 -0.11
H -2.73944 5.19515 0.61849 0.12
H -5.14311 4.89038 0.08919 0.11
H -5.86815 2.91800 -1.22747 0.11
H -4.21511 1.27347 -1.99305 0.12
H -2.36997 3.14170 -3.56811 0.10
H -1.87958 3.61620 -5.92538 0.11
H -0.35017 2.15043 -7.19978 0.11
H 0.71950 0.21576 -6.08307 0.11
H 0.27493 -0.24062 -3.71356 0.11
H -2.49044 -0.87237 -3.73622 0.10
H -3.69536 -2.99403 -3.44957 0.11
H -4.18835 -3.85121 -1.18266 0.11
H -3.46657 -2.56381 0.80451 0.11
H -2.24490 -0.45112 0.52906 0.08
O 3.73272 -0.78947 -2.25466 0.13
C 3.11819 0.01146 -1.61402 -0.51
O 1.82346 0.29067 -1.77033 -0.20
C 3.74317 0.85356 -0.43912 -0.54
O 4.89663 0.74530 -0.12723 0.12
O 2.83478 1.61257 0.12150 -0.16
C 2.28251 -4.70258 3.12312 -0.11
C 2.41045 -3.56280 2.12359 -0.28
C 1.10139 -3.26705 1.39969 -0.29
C 1.21135 -2.05676 0.45865 -0.32
Ge 0.90124 -0.40852 1.48645 1.01
C 2.21783 0.09411 2.83699 -0.34
C 1.82759 -0.37800 4.23913 -0.30
C 2.89110 -0.06053 5.29034 -0.27
C 4.18862 -0.83205 5.08679 -0.11
H 3.22860 -4.90109 3.62740 0.07
H 1.96873 -5.62623 2.63241 0.07
H 1.54023 -4.47026 3.89045 0.07
H 3.17661 -3.79580 1.37926 0.12
H 2.76312 -2.66394 2.63932 0.08
H 0.30025 -3.12377 2.13605 0.10
H 0.80533 -4.14793 0.82070 0.11
H 0.47116 -2.08962 -0.34241 0.06
H 2.19261 -2.03592 -0.01795 0.07
H -0.52035 -0.47229 2.09920 -0.02
H 2.34020 1.17860 2.81846 0.08
H 3.17343 -0.32238 2.51150 0.06
H 1.64074 -1.45893 4.24567 0.09
H 0.88111 0.09054 4.52357 0.10
H 2.48723 -0.28843 6.28022 0.10
H 3.08998 1.01523 5.27891 0.11
H 3.99896 -1.90835 5.05471 0.07
H 4.89100 -0.64663 5.89979 0.07
H 4.68982 -0.55563 4.15855 0.07
```

Results
- energy above the lowest of the compared OMol25 structures with the same formula, charge and spin (kcal/mol) = 3.27
- E_HOMO (spin up / spin down) (eV) = -8.43 / -9.10
- 2S+1 = 3
- E (a.u.) = -5279.48241
- expectation value of S² = 2.005
- E_LUMO (spin up / spin down) (eV) = -0.2 / -2.0


# 2
Here is a structure of composition C28H33N4OPtS2Te from OMol25. Energies are from ωB97M-V with the def2-TZVPD basis set.

```
70
Properties=species:S:1:pos:R:3:lowdin_charge:R:1
Pt -0.08953 -2.11752 -2.33136 1.00
C 0.72801 1.88049 -5.60753 -0.45
S 2.07486 0.69427 -5.47017 0.85
C 1.37237 -0.56413 -4.46089 -1.05
S -0.21444 -0.36494 -3.74021 0.56
N 2.07574 -1.63091 -4.31597 -0.08
N 1.50950 -2.51956 -3.45210 -0.29
C 1.98520 -3.76550 -3.40943 -0.09
C 1.26286 -4.66542 -2.62105 -0.28
C 1.61512 -6.01945 -2.40564 -0.03
C 0.75777 -6.84176 -1.73871 -0.07
C -0.47461 -6.32869 -1.28238 -0.06
C -0.75876 -5.00184 -1.47035 -0.11
N 0.09265 -4.16569 -2.08755 -0.08
H 1.10246 2.65806 -6.27074 0.03
H 0.47992 2.32617 -4.64702 0.02
H -0.15912 1.43743 -6.05452 0.03
H 2.85848 -4.02334 -3.98930 0.13
H 2.55685 -6.37896 -2.79406 0.11
H 1.01312 -7.87894 -1.57388 0.11
H -1.19940 -6.95726 -0.79018 0.10
H -1.68901 -4.56169 -1.13809 0.08
C -2.17107 -2.23245 1.43600 -0.02
C -2.17102 -2.40972 -0.06600 -0.68
O -3.02032 -3.08494 -0.63627 0.02
N -1.21061 -1.76008 -0.77606 -0.33
Te 0.13592 0.10510 0.10090 1.62
C 1.58315 1.21360 1.26373 -0.39
C 1.69875 2.58761 1.05578 -0.30
C 0.81090 3.35874 0.12492 -0.06
C 2.66640 3.29021 1.77368 -0.01
C 3.52082 2.66407 2.66481 -0.27
C 4.54004 3.44260 3.44225 -0.05
C 3.40627 1.28878 2.82624 -0.02
C 2.45205 0.55304 2.13851 -0.32
C 2.39661 -0.93470 2.33349 -0.08
C -1.54059 1.18550 0.82636 -0.38
C -2.44098 1.68034 -0.12609 -0.30
C -2.26598 1.43398 -1.59595 -0.10
C -3.51441 2.45179 0.29973 -0.01
C -3.71826 2.73881 1.63999 -0.26
C -4.89204 3.55529 2.09113 -0.05
C -2.82239 2.21841 2.56429 -0.01
C -1.73609 1.43615 2.18697 -0.30
C -0.85821 0.88497 3.26862 -0.05
H -2.79937 -3.00101 1.87987 0.08
H -2.58403 -1.25238 1.67987 0.07
H -1.16301 -2.27772 1.84561 0.06
H 0.56999 2.79234 -0.77552 0.04
H 1.30176 4.28195 -0.17844 0.08
H -0.13326 3.61846 0.60893 0.09
H 2.75483 4.35844 1.61636 0.12
H 4.70698 4.42377 3.00133 0.07
H 5.49425 2.91770 3.47631 0.08
H 4.21161 3.59214 4.47231 0.08
H 4.08085 0.77587 3.50146 0.12
H 3.09901 -1.24672 3.10518 0.08
H 2.65391 -1.46680 1.41436 0.08
H 1.39956 -1.26890 2.62605 0.05
H -1.37632 1.94257 -1.97432 0.06
H -3.12815 1.80130 -2.15129 0.09
H -2.15208 0.37222 -1.81160 0.02
H -4.20616 2.83491 -0.44050 0.12
H -5.32380 4.11864 1.26583 0.08
H -4.60304 4.25910 2.87132 0.08
H -5.67375 2.91399 2.50096 0.09
H -2.97666 2.41674 3.61792 0.12
H -1.38717 0.90912 4.22074 0.08
H 0.06399 1.45611 3.37494 0.08
H -0.57895 -0.14975 3.06647 0.05
```

Results
- energy above the lowest of the compared OMol25 structures with the same formula, charge and spin (kcal/mol) = 3.92
- E_HOMO (spin up / spin down) (eV) = -6.08 / -7.88
- 2S+1 = 4
- E (a.u.) = -2564.63318
- expectation value of S² = 3.790
- E_LUMO (spin up / spin down) (eV) = 0.4 / -2.3


# 3
Here is a structure of composition C28H33N5O2RhS from OMol25. Energies are from ωB97M-V with the def2-TZVPD basis set.

```
70
Properties=species:S:1:pos:R:3:lowdin_charge:R:1
Rh 0.60240 0.10396 -1.08887 0.92
C -3.80795 1.50754 -0.75176 -0.03
C -3.13426 1.61669 -2.09137 -0.19
C -3.70252 2.40140 -3.09378 -0.03
C -3.05187 2.63201 -4.29030 -0.06
C -1.75253 2.17398 -4.46175 -0.04
C -1.15861 1.39234 -3.49028 -0.21
C 0.27422 0.92716 -3.64185 -0.04
C -1.90182 1.01116 -2.36171 -0.19
N -1.30294 0.04109 -1.51290 -0.03
C -2.04106 -0.90857 -0.80119 -0.43
O -3.14784 -1.29879 -1.05620 0.13
C -1.22566 -1.45129 0.35196 -0.14
C -1.63687 -2.37307 1.29004 0.05
C -0.72502 -2.76511 2.26827 0.00
C 0.56328 -2.24085 2.27625 0.04
C 0.89891 -1.30662 1.31562 -0.17
N 0.00128 -0.94640 0.41153 -0.01
C 2.20447 -0.54918 1.20261 -0.50
O 3.14409 -0.80937 1.96809 0.02
N 2.15060 0.39194 0.26452 -0.04
C 3.07640 1.48342 0.17818 -0.17
C 4.44131 1.33436 -0.10891 -0.19
C 5.06629 -0.00415 -0.37188 -0.04
C 5.23721 2.47457 -0.15428 -0.04
C 4.71392 3.73143 0.08049 -0.06
C 3.36338 3.87170 0.34393 -0.04
C 2.52844 2.76500 0.37039 -0.21
C 1.06144 2.94812 0.68056 -0.04
H -4.42422 2.38691 -0.57267 0.09
H -3.07113 1.43265 0.05144 0.08
H -4.44543 0.62551 -0.69311 0.08
H -4.66590 2.86162 -2.90929 0.12
H -3.53245 3.21186 -5.06663 0.11
H -1.19955 2.44124 -5.35465 0.12
H 0.78216 1.48335 -4.42634 0.10
H 0.31522 -0.13401 -3.89205 0.08
H 0.87644 1.12670 -2.71463 0.04
H -2.64452 -2.76193 1.23794 0.14
H -1.01590 -3.48828 3.01858 0.12
H 1.29641 -2.52396 3.01905 0.13
H 4.44514 -0.59897 -1.03536 0.02
H 5.16170 -0.55809 0.56337 0.07
H 6.05320 0.11141 -0.81724 0.09
H 6.29388 2.36041 -0.36504 0.11
H 5.35806 4.60094 0.06393 0.11
H 2.94776 4.85133 0.54580 0.12
H 0.76549 3.98479 0.53058 0.08
H 0.85444 2.68074 1.71964 0.09
H 0.43032 2.32083 0.04972 0.03
C 4.73194 -4.48347 1.95179 -0.06
C 5.00497 -3.60911 0.73796 -0.19
N 3.78590 -2.92746 0.27340 0.06
C 3.07020 -3.12481 -0.78616 -0.48
S 2.14164 -1.67515 -1.83954 0.66
N 3.11393 -4.10446 -1.65890 -0.01
C 3.85424 -5.37703 -1.62778 -0.21
C 3.01734 -6.46318 -2.28065 -0.07
H 5.66403 -4.91565 2.31441 0.09
H 4.04197 -5.29430 1.71079 0.07
H 4.29758 -3.88898 2.75617 0.08
H 5.44215 -4.18077 -0.07468 0.11
H 5.71182 -2.82635 1.01116 0.12
H 3.51472 -2.14721 0.88812 0.08
H 2.51388 -3.98686 -2.46432 0.09
H 4.06522 -5.64199 -0.59464 0.10
H 4.79677 -5.25405 -2.16300 0.13
H 2.08481 -6.60862 -1.73488 0.09
H 3.56459 -7.40402 -2.28548 0.09
H 2.77856 -6.20547 -3.31422 0.08
```

Results
- energy above the lowest of the compared OMol25 structures with the same formula, charge and spin (kcal/mol) = 39.81
- E_HOMO (spin up / spin down) (eV) = -10.64 / -10.57
- E (a.u.) = -2019.54918
- charge = +1
- E_LUMO (spin up / spin down) (eV) = -4.7 / -4.8